Record 1
{
  "formula": "C32H25IrN7O2Te",
  "method": "ωB97M-V/def2-TZVPD",
  "species": ["C", "C", "H", "C", "C", "N", "N", "N", "H", "C", "H", "O", "C", "H", "H", "C", "C", "H", "C", "C", "H", "C", "H", "N", "Ir", "N", "H", "H", "C", "C", "C", "C", "C", "H", "C", "H", "O", "C", "C", "C", "N", "H", "C", "C", "C", "C", "H", "C", "H", "H", "C", "Te", "H", "C", "H", "C", "C", "C", "C", "H", "C", "N", "H", "H", "H", "H", "H", "H"],
  "coordinates": [[9.32, 23.75, 7.98], [9.09, 19.26, 7.89], [11.10, 28.50, 7.59], [5.46, 23.31, 9.56], [9.86, 32.62, 6.98], [8.13, 26.95, 10.68], [7.97, 26.59, 14.13], [10.04, 20.18, 7.50], [6.55, 31.62, 4.89], [8.38, 15.56, 7.83], [5.78, 21.17, 9.46], [9.45, 13.99, 6.34], [8.16, 31.06, 6.22], [8.19, 33.20, 5.84], [7.73, 13.02, 6.68], [10.51, 34.01, 7.00], [8.34, 26.69, 13.05], [11.66, 29.66, 8.85], [10.24, 26.51, 11.53], [8.79, 12.83, 6.85], [10.82, 34.33, 5.99], [6.91, 30.74, 5.43], [10.93, 15.72, 5.58], [7.27, 24.67, 8.80], [8.55, 26.47, 8.75], [11.27, 26.28, 11.09], [7.53, 17.25, 8.80], [12.89, 24.37, 6.75], [10.11, 22.68, 7.64], [9.35, 15.18, 6.83], [6.21, 22.16, 9.34], [6.01, 24.56, 9.30], [8.35, 16.90, 8.13], [8.92, 12.84, 7.95], [9.25, 17.88, 7.60], [10.73, 18.16, 6.02], [6.94, 27.27, 10.82], [8.65, 32.32, 6.36], [8.90, 26.78, 11.78], [7.48, 22.29, 8.75], [8.05, 19.88, 8.48], [11.42, 26.22, 7.59], [8.27, 21.20, 8.35], [9.54, 21.39, 7.77], [10.15, 17.43, 6.58], [10.23, 16.11, 6.26], [11.94, 22.01, 6.83], [10.79, 29.26, 8.27], [9.87, 34.75, 7.47], [11.38, 33.99, 7.64], [8.92, 30.03, 6.84], [8.26, 28.08, 6.66], [6.96, 29.95, 4.67], [11.06, 25.20, 7.53], [9.24, 11.94, 6.42], [11.88, 24.17, 7.10], [10.09, 30.29, 7.53], [10.59, 31.58, 7.53], [11.37, 22.85, 7.12], [4.48, 23.16, 10.01], [7.97, 23.56, 8.52], [9.80, 24.99, 7.95], [10.95, 20.04, 7.13], [7.67, 14.91, 8.32], [10.19, 28.72, 9.00], [5.52, 25.51, 9.41], [11.52, 31.84, 7.99], [6.09, 30.54, 6.10]],
  "nbo_charge": [0.283, 0.356, 0.201, -0.217, 0.095, -0.022, -0.197, -0.490, 0.247, -0.307, 0.255, -0.394, 0.015, 0.232, 0.208, -0.645, 0.214, 0.251, 0.259, -0.260, 0.242, -0.665, 0.257, -0.496, 0.854, -0.299, 0.246, 0.260, -0.137, 0.454, -0.084, 0.094, -0.037, 0.200, -0.063, 0.223, -0.392, -0.231, -0.145, -0.117, -0.387, 0.238, 0.208, 0.196, -0.147, -0.214, 0.218, -0.655, 0.239, 0.224, -0.347, 0.527, 0.233, 0.095, 0.244, -0.208, 0.083, -0.242, -0.082, 0.262, 0.161, -0.517, 0.437, 0.261, 0.216, 0.253, 0.222, 0.234],
  "s_squared": 8.82,
  "lumo_energy_ev": [-6.09, -8.83],
  "mol_weight_g_mol": 859.4,
  "homo_lumo_gap_ev": [6.522, 4.392],
  "multiplicity": 6,
  "total_charge": 2
}



Record 2
{
  "formula": "C32H25IrN7O8S2",
  "method": "ωB97M-V/def2-TZVPD",
  "species": ["C", "N", "C", "H", "H", "C", "H", "C", "H", "C", "O", "N", "H", "N", "S", "H", "C", "H", "O", "S", "C", "H", "H", "H", "C", "O", "C", "C", "C", "N", "C", "H", "C", "C", "O", "Ir", "H", "C", "C", "C", "H", "N", "C", "C", "H", "C", "C", "N", "O", "H", "H", "O", "C", "H", "C", "C", "N", "C", "C", "C", "H", "C", "O", "H", "H", "H", "C", "H", "H", "H", "C", "O", "C", "C", "H"],
  "coordinates": [[4.17, -1.20, -1.24], [-1.74, 1.55, 0.69], [-0.94, -2.43, 2.36], [-2.48, -4.72, -5.79], [1.82, -3.69, 1.98], [1.20, 3.33, 2.05], [5.71, -0.17, -0.16], [3.47, 3.01, 2.81], [4.22, 2.36, 3.23], [-3.00, -1.93, 3.59], [0.48, 0.82, 3.58], [3.90, 0.09, 0.77], [0.61, 5.33, -2.93], [3.10, 6.43, 1.46], [-0.84, -3.19, -1.35], [-3.65, -3.35, 5.05], [-1.79, -3.91, 4.12], [4.07, 6.58, 1.24], [-1.64, -4.04, -0.52], [1.78, 0.85, 2.99], [-0.87, 3.33, -0.63], [0.58, 2.97, -2.15], [2.31, -2.09, -1.97], [-2.30, 3.96, 0.81], [-1.75, -0.96, -2.09], [0.21, -4.47, 3.06], [3.77, 4.31, 2.42], [-0.83, 1.92, -0.16], [1.54, -3.95, 2.99], [-1.11, -1.59, -1.06], [2.80, 5.11, 1.83], [-3.03, -0.62, -4.60], [1.51, 4.61, 1.66], [-2.90, -3.09, 4.31], [-2.07, 0.21, -2.14], [0.10, -0.60, 0.36], [4.81, -1.58, -2.01], [-0.03, 5.04, -2.11], [-1.65, 5.60, -0.43], [-2.05, -1.57, 2.62], [-0.81, 7.01, -1.81], [-1.51, 0.24, 1.10], [2.19, 2.52, 2.62], [2.80, -1.47, -1.23], [1.65, -3.07, 3.63], [-1.56, -3.17, -2.96], [4.66, -0.41, -0.21], [2.04, -1.00, -0.27], [0.57, -3.47, -1.45], [2.50, 6.79, 0.73], [0.75, 5.23, 1.20], [0.16, 1.20, -0.59], [2.62, -0.22, 0.70], [0.20, 2.94, 1.92], [-0.82, -3.59, 3.19], [-2.67, -1.63, -4.42], [1.61, 0.19, 1.51], [-2.35, -3.94, -5.06], [-1.71, -4.22, -3.85], [-2.27, -0.28, 1.99], [-1.35, -5.21, -3.62], [-2.03, -1.91, -3.22], [2.90, 0.26, 3.68], [-2.28, 6.33, 0.06], [-3.10, 0.32, 2.34], [-3.31, -2.47, -6.28], [-0.83, 5.98, -1.48], [-3.84, -1.26, 3.75], [2.18, -4.75, 3.37], [-1.64, -4.81, 4.69], [-0.04, 3.72, -1.69], [-0.04, -2.29, 1.43], [-1.67, 4.28, -0.01], [-2.82, -2.66, -5.33], [4.78, 4.69, 2.56]],
  "mulliken_charge": [-0.866, -1.020, 0.542, 0.385, 0.107, -0.485, 0.438, -0.360, 0.477, -1.177, -0.726, -0.466, 0.408, -0.619, 1.185, 0.357, -0.474, 0.219, -0.719, 1.368, 0.393, 0.483, 0.524, 0.420, 0.597, -0.525, -0.759, 0.379, -0.639, -0.077, 1.036, 0.523, -0.655, -0.797, -0.692, 2.044, 0.375, -0.831, -0.755, 0.993, 0.396, 0.863, -0.678, -0.274, 0.301, 0.293, -0.318, -0.229, -0.703, 0.235, 0.270, -1.088, 0.822, 0.675, 0.389, -0.481, -0.633, -0.503, -0.667, -0.372, 0.463, -0.329, -0.758, 0.386, 0.307, 0.377, -0.400, 0.352, 0.322, 0.448, -0.121, -0.650, -0.115, -0.480, 0.288],
  "lumo_energy_ev": 2.48,
  "mol_weight_g_mol": 891.9,
  "homo_lumo_gap_ev": 7.137,
  "total_charge": -1
}



Record 3
{
  "formula": "C32H25N4O5Sn",
  "method": "ωB97M-V/def2-TZVPD",
  "species": ["C", "C", "H", "H", "H", "H", "C", "H", "H", "O", "H", "C", "H", "Sn", "C", "C", "C", "H", "O", "C", "N", "C", "C", "C", "H", "C", "C", "N", "H", "O", "C", "H", "C", "H", "C", "N", "C", "C", "H", "H", "C", "H", "N", "C", "C", "H", "C", "H", "H", "C", "H", "C", "C", "C", "H", "C", "H", "O", "C", "C", "C", "O", "C", "H", "H", "C", "H"],
  "coordinates": [[3.44, 4.50, 1.46], [1.44, 0.42, 5.63], [-7.29, -0.45, -3.07], [4.85, -5.29, -0.80], [3.12, -0.63, 4.75], [3.14, -2.29, -4.46], [2.09, 4.51, 1.19], [-4.03, 0.32, 1.61], [-1.33, 1.38, 3.82], [-3.08, -1.17, -1.95], [4.00, 1.12, 0.85], [-0.38, 0.87, 4.12], [-0.36, 1.51, 6.15], [-1.12, -1.52, -0.79], [-6.55, -0.27, -2.34], [3.66, -2.30, 0.05], [1.48, 3.40, 0.63], [4.00, 5.37, 1.63], [1.73, -3.03, -3.09], [-4.57, -0.29, -0.39], [2.30, 0.00, -0.59], [-6.92, 0.19, -1.04], [-4.31, -0.38, -4.62], [-0.53, -0.31, 1.91], [2.00, 0.65, 6.58], [-0.52, 2.45, -0.46], [4.24, -4.39, -0.86], [1.88, -1.00, -1.18], [1.47, -2.35, -4.94], [-5.11, -1.27, -3.86], [0.18, 1.26, -0.79], [1.96, -1.02, -3.72], [-5.91, 0.22, -0.15], [1.53, 5.47, 1.30], [4.13, 3.24, 1.35], [-1.76, 0.16, 1.81], [1.44, -0.53, 3.37], [4.45, -3.42, 0.11], [-0.44, 4.32, 0.48], [-4.21, -0.88, -5.55], [2.80, -2.10, -1.08], [-3.35, -0.13, -4.11], [-2.40, -0.29, 0.68], [3.37, -4.27, -1.92], [0.20, 0.05, 3.13], [-4.81, 0.53, -4.75], [-4.24, -0.72, -1.66], [-1.51, 2.65, -0.86], [5.00, -3.66, 1.04], [-3.67, -0.07, 0.68], [3.06, -5.09, -2.57], [0.16, 3.44, 0.19], [2.65, -3.11, -2.03], [-5.28, -0.73, -2.63], [-7.86, 0.54, -0.84], [0.23, 1.03, 5.36], [5.11, 3.11, 1.93], [0.09, -1.05, 1.10], [2.18, 2.18, 0.43], [2.09, -0.25, 4.59], [1.53, 1.14, -0.41], [-0.47, 0.32, -1.43], [3.49, 2.09, 0.91], [1.88, -1.12, 2.60], [-6.02, 0.61, 0.85], [2.11, -2.11, -4.11], [3.56, -1.53, 0.77]],
  "nbo_charge": [-0.250, -0.233, 0.201, 0.200, 0.200, 0.164, -0.170, 0.180, 0.241, -0.801, 0.230, -0.165, 0.204, 1.368, -0.229, -0.189, -0.125, 0.203, -0.522, -0.235, -0.179, -0.288, -0.248, 0.567, 0.205, -0.201, -0.204, -0.197, 0.189, -0.511, 0.369, 0.199, -0.153, 0.204, -0.214, -0.461, -0.188, -0.244, 0.194, 0.178, 0.050, 0.204, -0.394, -0.263, -0.106, 0.157, 0.370, 0.218, 0.212, 0.143, 0.225, -0.152, 0.293, 0.209, 0.199, -0.236, 0.204, -0.795, 0.001, -0.207, 0.024, -0.839, -0.207, 0.235, 0.189, -0.252, 0.231],
  "lumo_energy_ev": 2.38,
  "mol_weight_g_mol": 664.3,
  "homo_lumo_gap_ev": 6.857,
  "total_charge": -1
}